(1)
Entry from the Open Molecules 2025 dataset: a molecular structure, C17H32CsGeNO3S at a distorted geometry (wB97M-V/def2-TZVPD).

Geometry (Å):
H -0.7886 3.5772 -1.8885
C -5.0816 -1.6308 2.6316
H -5.3923 -1.6728 3.6641
C -4.2985 -1.4811 -0.0932
C -5.2897 -0.5135 1.8989
H 3.7794 -0.6369 1.3164
H 1.1125 0.6698 3.2452
C 3.2855 -1.6513 -0.5396
C 4.2734 -0.9657 0.3941
H 4.7232 -0.0988 -0.0965
C -4.4612 -2.7277 1.9896
H -1.5486 -1.4998 1.7973
H -0.2414 -1.4219 2.9931
H -2.1701 0.5797 0.4548
H -0.1096 3.9272 -3.4886
H -3.6147 -3.4936 0.1832
H 2.1214 4.3630 -2.3244
C 1.9269 3.5183 -1.6630
H -1.7702 -0.5722 3.2874
O 2.2904 -0.6869 -0.9927
H 4.7538 -2.8795 -1.5250
H 0.6980 2.1277 2.3163
O 0.6731 1.4497 -1.3951
S -3.8530 -1.2535 -1.7031
H 2.0843 2.6500 -4.2229
C 0.2886 1.2409 2.8129
H -4.2921 -3.6410 2.5467
C 1.0247 2.4995 -2.3433
C -0.2882 3.1403 -2.7543
Cs -0.3037 -1.0065 -1.8172
H 2.5829 1.2810 -3.2162
H 5.0736 -1.6492 0.6791
H 1.4547 3.8964 -0.7532
H -2.3394 1.4981 1.9693
H -5.7639 0.3767 2.2844
H 4.4622 -1.3205 -2.3156
C 2.5715 -2.7932 0.1793
H -1.2408 2.0706 0.6978
O 0.3913 -0.1120 0.7973
C -4.0797 -2.6567 0.6829
C -0.4971 0.3837 1.8353
C 3.9876 -2.1491 -1.7877
N -4.9005 -0.4680 0.5963
H 3.2792 -2.6297 -2.4648
Ge 1.6896 0.7451 -0.0868
H -0.3532 1.5878 3.6231
H 1.0528 1.2260 -4.1130
C -1.6341 1.1823 1.1987
H -5.0734 0.3683 0.0520
H -0.9568 2.4032 -3.2039
H 1.9630 -2.3998 0.9968
C -1.0455 -0.8543 2.5214
C 1.7254 1.8738 -3.5458
H 2.8952 3.0755 -1.4022
H 1.9247 -3.3524 -0.5008
H 3.2991 -3.4931 0.5921

- 2S+1: 2
- Net charge: +1
- HOMO level (spin up / spin down): -10.65 / -10.65 eV
- Expectation value of S²: 0.754
- Frontier orbital gap (spin up / spin down): 8.23 / 5.64 eV

(2)
Entry from the Open Molecules 2025 dataset: a gas-phase ion, C7H10NO2 (charge +1) at a distorted geometry (wB97M-V/def2-TZVPD).

Geometry (Å):
H 3.0252 1.1144 -1.2159
N 0.1326 -0.3183 1.4422
O -1.6644 0.7112 -0.8218
H -3.2730 1.8508 -1.4434
C -1.6179 -0.5268 -0.2688
H -2.9981 -2.2256 0.1580
C 3.0244 0.6781 -0.2378
H 2.8434 1.2454 0.7254
H -4.8394 0.0041 -0.5246
C -3.0098 0.8710 -1.0363
H 3.9317 0.0049 -0.0537
H 0.8640 -0.8008 2.0052
C -2.8127 -1.1460 -0.1462
O 2.0125 -0.3459 -0.1658
H 0.4871 1.1287 -0.2009
C -0.2605 -0.9601 0.1782
H 0.1204 -1.9473 0.0510
H -0.6286 0.1016 1.9217
C -3.7970 -0.1669 -0.6511
C 0.7902 0.0863 0.0373

- 2S+1: 1
- Energy relative to the best compared isomer or geometry (same formula, charge and spin): 47.6 kcal/mol
- Net charge: +1
- HOMO level: -12.86 eV
- Frontier orbital gap: 9.90 eV

(3)
Entry from the Open Molecules 2025 dataset: a molecular structure, CCl2O3S2 at a distorted geometry (wB97M-V/def2-TZVPD).

Geometry (Å):
O -0.0942 0.6307 1.6946
O 0.7884 1.6055 -0.4074
S 0.1268 0.5334 0.2465
Cl -1.8597 1.5121 -1.4817
S 1.5579 -1.7616 -0.1481
O -1.9356 -1.0009 -0.5736
Cl 2.8883 -1.5866 1.3482
C -1.4719 0.0675 -0.6784

- 2S+1: 1
- Energy relative to the best compared isomer or geometry (same formula, charge and spin): 69.7 kcal/mol
- HOMO level: -9.57 eV
- Frontier orbital gap: 7.03 eV

(4)
Entry from the Open Molecules 2025 dataset: 2 unconnected molecules or ions with the total composition C28H21BF9N at a distorted geometry (wB97M-V/def2-TZVPD).

Geometry (Å):
F 4.9122 2.4218 4.6061
C 4.6051 -2.4485 -0.3815
H -2.0577 -3.2553 1.4662
C 6.7498 2.7877 1.5048
H -1.0850 1.8438 0.4221
C 0.6284 4.0750 2.3624
C 4.7044 1.6105 1.0842
F 2.6196 3.7401 3.5541
H 0.3635 -2.8417 1.7732
C 2.8662 0.4860 4.3835
H 7.6862 3.2289 1.1574
C -1.0026 -3.7757 -1.7302
C 1.7410 1.8612 2.3586
C 3.0117 -2.3510 -2.2882
C 4.3158 1.5900 2.4243
F 3.8520 1.0416 0.1585
H 1.0024 -3.7633 -2.4112
C 5.2054 2.2641 3.2781
C 1.8970 0.8580 5.3328
C -1.8652 -3.6479 -0.6430
H 4.7758 -1.3971 6.5362
H -1.2044 4.2330 1.2171
F 0.8244 1.6320 4.9697
C -0.3280 2.2618 1.0825
C 1.6565 3.2104 2.7361
B 2.9204 0.8469 2.8090
C -1.3791 -3.3308 0.6223
H -1.4018 -4.0355 -2.7049
H 2.8228 -0.2390 2.1512
F -3.6095 -5.1267 -1.3137
H 1.1563 0.8437 7.3507
F 4.8661 -0.7475 4.0540
C 0.8870 -3.1366 -0.2924
N 3.2206 -2.5301 -0.8544
H 4.9384 -3.4054 0.0254
F -3.8430 -2.9926 -1.7949
F -4.0694 -3.6835 0.2791
C 3.8732 -0.3305 4.9090
C 2.2628 -2.7862 0.0199
C 0.7135 1.4486 1.5166
C 0.3690 -3.5731 -1.5529
C 2.9810 -0.3170 7.1323
H 7.0464 3.3338 3.5907
C -3.3371 -3.8607 -0.8607
H 3.0303 -0.6191 8.1797
H 2.9012 -3.3043 -2.8198
H 3.9071 -1.8586 -2.6854
H 0.6260 5.1013 2.7244
H 2.1389 -1.7197 -2.4871
H 6.1128 2.0955 -0.4586
C 6.4045 2.8466 2.8594
C 1.9389 0.4958 6.6779
C 3.9605 -0.7485 6.2282
C -0.3816 3.5853 1.5228
F 0.7029 0.1393 1.0831
H 4.6679 -1.6874 0.4124
C 5.8857 2.1623 0.6020
H 2.5922 -2.8999 1.0630
H 5.2435 -2.1609 -1.2211
C -0.0256 -3.0967 0.7809

- 2S+1: 1
- HOMO level: -7.61 eV
- Frontier orbital gap: 5.04 eV

(5)
Entry from the Open Molecules 2025 dataset: a molecular structure, C34H38CuN8O4S at a distorted geometry (wB97M-V/def2-TZVPD).

Geometry (Å):
H -4.3599 -1.7779 -0.0591
H -4.6029 2.3309 -0.2230
H 6.9603 -0.9197 1.3647
C -2.3827 -1.4840 -3.9204
H 2.2624 5.9520 3.7472
O -2.8833 -1.1655 1.2829
C -1.0401 1.3431 -1.1729
Cu 1.1910 -0.4781 0.0925
H 0.1577 -2.8587 -1.1474
H 3.8184 -5.9947 3.7323
H -4.7427 -1.7917 1.6693
H 4.0619 -3.9736 2.6032
N 1.4687 3.8621 1.2218
H -0.4468 -1.5257 -1.9555
H 2.3309 0.5600 -4.1546
C -3.5344 0.0400 -2.4817
H -0.3074 1.3307 -0.3723
H 2.9081 5.3378 1.4512
H -6.8626 0.1010 -3.0795
H -2.2219 2.3262 -3.3716
H -1.2091 2.4806 -5.6113
H 6.0987 0.8270 -0.1921
C 0.8042 0.8225 -2.6668
N 3.0850 -3.8497 2.3847
C -4.6623 1.6082 -1.0234
N -0.3077 -1.9616 -1.0477
C -0.6801 2.0082 -4.7987
C 5.9234 -0.9037 1.0708
C -0.5323 1.3501 -2.4708
C 0.4671 4.6689 0.5378
H -2.7425 -0.9714 -4.8151
C 2.3745 4.6138 2.0792
H -4.8223 -0.9796 -3.8564
N -2.3028 1.3464 -0.7719
H 3.6595 0.7731 -0.7871
N 3.2628 -0.8567 0.3610
C 2.7580 -5.9478 3.5414
H 1.0714 7.0307 1.8695
C 0.5624 -6.9118 3.7390
C 2.2411 -4.8658 2.8415
H 1.0720 4.6504 3.7995
N -1.5166 -2.0700 -0.3483
C -4.7645 -0.2547 -3.0606
C 1.5740 5.3642 3.1420
C -1.6994 -1.2186 0.6948
C 5.4453 0.0692 0.2095
C 5.0535 -1.8683 1.5577
C 0.5510 6.2752 2.4637
H -0.0414 6.8002 3.2130
H -0.9559 4.7572 2.1607
H -2.4588 1.5306 0.2147
C 1.5221 2.5844 1.1062
C -5.8787 1.2856 -1.5895
O -2.3765 -0.6203 -2.7953
O 1.4637 0.2046 -1.7738
C -3.9725 -2.0121 0.9339
S 0.1797 -3.4690 1.6877
H -2.9915 -2.3754 -3.7348
C -0.3638 5.4501 1.5578
O -0.8010 -0.5024 1.1048
H 3.0965 3.9261 2.5237
H -0.0871 -7.7027 4.0796
H -3.7041 -3.0645 1.0132
C 2.6958 -2.7812 1.6363
N 1.4812 -2.5508 1.2732
H -1.0508 6.1039 1.0204
N 1.5731 1.4334 0.9808
H -6.7819 1.7485 -1.2287
C 3.7126 -1.8143 1.1774
C -1.2438 1.9116 -3.5644
C 0.8659 -4.8250 2.5996
H 5.4299 -2.6255 2.2287
C 0.6166 1.4968 -5.0048
C 1.9252 -6.9632 3.9898
H 0.9912 5.3733 -0.1209
H -1.3445 -1.7749 -4.0784
C -5.9227 0.3629 -2.6222
H -2.3076 -2.4900 -0.8200
C 0.0337 -5.8377 3.0402
C 1.3340 0.9380 -3.9880
H -0.1616 4.0189 -0.0774
C 4.0959 0.0474 -0.1178
H 1.0471 1.5517 -5.9927
C -3.4818 1.0145 -1.4655
H -1.0221 -5.7782 2.8298
H 2.3446 -7.7959 4.5337

- 2S+1: 2
- Net charge: +2
- HOMO level (spin up / spin down): -11.97 / -11.96 eV
- Expectation value of S²: 0.752
- Frontier orbital gap (spin up / spin down): 6.35 / 5.32 eV

(6)
Entry from the Open Molecules 2025 dataset: a gas-phase ion, C7H9FNS2 (charge +1) at a distorted geometry (wB97M-V/def2-TZVPD).

Geometry (Å):
H -0.7407 3.3126 1.1597
C 2.6870 -0.0900 0.2464
H -3.3536 -2.6128 0.8671
C -0.0123 -0.7218 -1.1100
H -2.5861 0.5883 1.3849
S -0.2051 2.2007 1.7166
C 1.7073 0.9329 -0.4376
F 0.8632 -1.1601 -1.9909
H -1.4825 -2.1561 -1.6077
C -0.6242 0.8527 0.6371
H 2.1222 -0.6016 1.0375
C -1.2313 -1.2989 -0.9866
S -3.6875 -1.5665 0.0694
H 1.9445 1.0649 -1.4994
N -2.1218 -0.8170 -0.1079
H 2.9546 -0.8339 -0.5074
H 3.5439 0.4048 0.7041
H 1.7491 1.9184 0.0275
C 0.3161 0.3607 -0.2851
C -1.8429 0.2226 0.6824

- 2S+1: 1
- Net charge: +1
- HOMO level: -13.56 eV
- Frontier orbital gap: 8.78 eV

Number 1: energy -3442.55067 Ha. Number 2: energy -477.62145 Ha. Number 3: energy -1980.48588 Ha. Number 4: energy -2057.93870 Ha. Number 5: energy -4095.60073 Ha. Number 6: energy -1222.84859 Ha.